No. 1
Molecular formula: C10H7N3
Method: DFT, ωB97M-V/def2-TZVPD

```
20
Properties=species:S:1:pos:R:3
N -2.85 -0.26 -2.36
N -0.28 1.87 -0.45
N -2.75 -0.05 2.20
C -2.19 -0.12 1.19
C -0.70 -1.93 -0.03
C 0.91 2.48 -0.49
C -0.30 0.61 -0.20
C 0.85 -0.15 0.19
C -1.59 -0.16 -0.15
C 2.11 0.45 0.05
C -2.38 -0.17 -1.35
C 0.51 -1.54 0.74
C 2.09 1.83 -0.27
H 3.08 2.30 -0.26
H 0.82 3.59 -0.79
H 1.42 -2.23 0.70
H 2.95 -0.19 0.03
H 0.10 -1.43 1.81
H -1.43 -2.72 0.47
H -0.38 -2.17 -1.04
```

The value obtained for the highest occupied orbital energy is -0.3642 Ha. Its multiplicity is 1. The calculation puts the LUMO energy at 0.26 eV. As for the relative energy (zero: lowest compared OMol25 entry of this formula, charge and spin): 3.122 eV. For the strongest force on any atom, the calculation gives 4.53 eV/A.

Mulliken charges in e: -0.445 -0.543 -0.497 0.094 -0.822 -0.391 0.217 0.659 0.813 -0.688 0.126 -0.569 -0.418 0.371 0.338 0.370 0.427 0.251 0.311 0.398

=====

No. 2
Molecular formula: C5H29NO8
Method: DFT, ωB97M-V/def2-TZVPD

```
43
Properties=species:S:1:pos:R:3
O -4.16 0.96 -0.50
O -1.65 2.70 -0.72
O -0.81 0.98 1.81
O 0.96 3.95 -0.83
O -3.07 0.13 2.79
O -1.77 -2.46 0.82
O -3.25 -1.47 -1.26
O 0.73 -3.34 0.30
N 1.54 -0.74 -0.88
C 2.20 -1.25 -2.08
C 0.62 0.36 -1.24
C 3.39 0.83 -0.08
C 2.52 -0.41 0.15
C 1.83 -0.27 1.51
H -0.91 1.84 1.38
H 3.79 0.80 -1.09
H 2.75 1.72 -0.16
H -1.45 1.15 2.53
H 1.59 -1.47 -2.95
H 3.22 -1.25 0.19
H -0.81 -2.62 0.69
H -0.33 0.12 -0.74
H 0.98 -0.92 1.68
H 1.02 -2.57 -0.24
H -2.51 -0.62 3.01
H -3.78 -0.20 2.24
H -2.16 -3.33 0.94
H 0.73 4.12 0.09
H 2.77 -2.15 -1.83
H 0.26 0.26 -2.27
H 2.99 -0.56 -2.42
H -4.05 0.94 -1.45
H -2.00 3.60 -0.69
H 0.29 3.27 -1.01
H 4.17 1.02 0.64
H 2.48 -0.49 2.35
H 1.44 -3.32 0.96
H -3.57 -2.13 -0.63
H -2.26 2.20 -0.14
H 0.94 1.38 -1.13
H 1.47 0.74 1.57
H -3.83 0.10 -0.19
H -2.30 -1.58 -1.12
```

The value obtained for the highest occupied orbital energy is -0.3298 Ha. Its multiplicity is 1. The calculation puts the LUMO energy at 0.29 eV. As for the relative energy (zero: lowest compared OMol25 entry of this formula, charge and spin): 2.584 eV. For the strongest force on any atom, the calculation gives 2.00 eV/A.

Mulliken charges in e: -0.665 -0.585 -0.411 -0.634 -0.641 -0.613 -0.688 -0.801 0.283 -1.034 -0.833 -1.391 0.288 -1.504 0.192 0.326 0.316 0.293 0.353 0.431 0.384 0.151 0.232 0.424 0.318 0.274 0.290 0.317 0.332 0.401 0.360 0.311 0.289 0.293 0.413 0.448 0.343 0.286 0.290 0.045 0.362 0.371 0.381

=====

No. 3
Molecular formula: C2H2N4O2
Method: DFT, ωB97M-V/def2-TZVPD

```
10
Properties=species:S:1:pos:R:3
O -0.32 -1.24 -0.10
O 1.42 1.73 -0.12
N -0.34 0.11 0.25
N 1.75 -0.51 0.02
N -1.50 0.75 0.09
N 1.03 -1.51 0.01
C -2.52 0.08 -0.12
C 0.94 0.67 0.03
H -2.43 -0.95 -0.18
H -3.53 0.67 0.00
```

The value obtained for the highest occupied orbital energy is -0.3822 Ha. Its multiplicity is 1. The calculation puts the LUMO energy at -0.60 eV. As for the relative energy (zero: lowest compared OMol25 entry of this formula, charge and spin): 6.324 eV. For the strongest force on any atom, the calculation gives 3.86 eV/A.

Mulliken charges in e: -0.149 -0.433 0.579 -0.171 -0.524 0.004 -0.324 0.414 0.365 0.238

=====

No. 4
Molecular formula: C16H20N2O2S
Method: DFT, ωB97M-V/def2-TZVPD

```
41
Properties=species:S:1:pos:R:3
S -3.74 3.03 -1.37
O -3.57 0.46 -2.05
O -1.04 0.50 1.02
N 0.21 -1.21 0.27
N -1.66 1.51 -1.34
C 0.81 -3.05 1.80
C 0.47 -3.52 -0.61
C -0.03 -3.83 0.80
C -2.22 3.69 -0.82
C -0.86 0.31 -1.36
C -0.67 5.30 0.00
C -1.21 2.72 -0.86
C -0.57 -0.13 0.09
C 0.34 4.34 -0.04
C -1.96 4.98 -0.40
C 0.49 -1.57 1.66
C -2.99 1.43 -1.64
C 0.08 3.05 -0.47
C 1.58 -0.68 2.26
C 0.77 -2.02 -0.80
C 2.28 -1.76 -0.96
H 2.84 -2.17 -0.13
H -1.08 -3.54 0.90
H -0.28 -3.85 -1.34
H -0.44 -1.35 2.20
H 1.28 0.36 2.20
H 1.38 -4.09 -0.80
H 0.86 2.31 -0.49
H 2.63 -2.23 -1.88
H 2.53 -0.80 1.73
H -0.44 6.29 0.34
H 1.73 -0.93 3.30
H 0.30 -1.70 -1.73
H -1.45 -0.45 -1.87
H 0.07 0.50 -1.91
H 0.59 -3.37 2.82
H -2.75 5.71 -0.37
H 2.47 -0.69 -1.02
H 0.04 -4.91 0.98
H 1.34 4.60 0.27
H 1.87 -3.24 1.62
```

The value obtained for the highest occupied orbital energy is -0.3025 Ha. Its multiplicity is 1. The calculation puts the LUMO energy at 0.63 eV. As for the relative energy (zero: lowest compared OMol25 entry of this formula, charge and spin): 0.000 eV. For the strongest force on any atom, the calculation gives 0.66 eV/A.

Mulliken charges in e: -0.264 -0.592 -0.644 0.326 0.308 -0.830 -0.920 -0.761 0.496 -1.394 -0.522 0.207 1.017 -0.874 -0.468 -0.108 0.534 -0.209 -1.430 0.293 -1.691 0.341 0.344 0.315 0.451 0.371 0.386 0.383 0.507 0.250 0.375 0.416 0.313 0.548 0.279 0.483 0.401 0.293 0.433 0.373 0.265